[1]
# C4H11O4Sm

A structure of composition C4H11O4Sm in a non-equilibrium geometry (ωB97M-V with the def2-TZVPD basis set, the Open Molecules 2025 dataset).

Element x y z (Å)
Sm (-0.11234, 0.34422, -1.74044)
O (-1.31023, 1.06178, -0.19004)
O (3.04190, 0.30173, -0.74982)
O (1.90414, 1.08802, -0.48411)
O (-0.88443, -1.56093, -0.53346)
C (-0.76370, -2.93894, -0.85955)
C (-2.03190, -1.22101, 0.26225)
C (-1.80044, 0.19043, 0.78526)
C (3.50669, -0.30816, 0.44421)
H (3.68002, 0.44399, 1.22539)
H (2.80349, -1.07715, 0.79494)
H (-1.66287, -3.26679, -1.40105)
H (0.13307, -3.04672, -1.47683)
H (-2.74876, 0.54191, 1.22898)
H (1.68914, 1.62299, 0.40709)
H (-1.03435, 0.11994, 1.58320)
H (-0.64848, -3.52945, 0.05974)
H (-2.93711, -1.30659, -0.35851)
H (4.45558, -0.77623, 0.14891)
H (-2.12235, -1.93739, 1.09143)

Values from the calculation:
- ⟨S²⟩: 12.009
- 2S+1: 7
- E_LUMO (alpha / beta): -3.63 / -3.69 eV
- HOMO level (alpha / beta): -10.46 / -12.96 eV
- Net charge: +1
- HOMO-LUMO gap (alpha / beta): 6.8 / 9.3 eV
- Molecular weight: 273.5 g/mol



[2]
# C4H11O4Yb

A structure of composition C4H11O4Yb in a non-equilibrium geometry (ωB97M-V with the def2-TZVPD basis set, the Open Molecules 2025 dataset).

Element x y z (Å)
Yb (1.94305, -0.25897, -0.42952)
O (0.62141, -0.85002, -2.30496)
O (1.62581, -1.76582, 0.88592)
O (0.11455, 0.24170, -3.03376)
O (0.40285, 0.61451, 1.02494)
C (-0.08461, 1.94309, 1.15011)
C (0.60473, -1.61527, 1.82462)
C (-1.30440, 0.20040, -3.04008)
C (0.38352, -0.16387, 2.23295)
H (-0.01811, 2.40277, 0.15962)
H (-1.13639, 1.92641, 1.46752)
H (-1.70659, 0.34995, -2.02791)
H (1.16616, 0.21439, 2.90886)
H (0.51653, 2.48207, 1.89672)
H (-1.66257, -0.74890, -3.46020)
H (-0.33977, -1.97401, 1.36822)
H (-1.58828, 1.03936, -3.68984)
H (0.26160, -1.80922, -2.41052)
H (0.78964, -2.19337, 2.74786)
H (-0.58912, -0.03521, 2.72946)

Values from the calculation:
- ⟨S²⟩: 0.751
- 2S+1: 2
- E_LUMO (alpha / beta): -9.54 / -10.91 eV
- HOMO level (alpha / beta): -18.36 / -18.31 eV
- Net charge: +2
- HOMO-LUMO gap (alpha / beta): 8.8 / 7.4 eV
- Molecular weight: 296.2 g/mol



[3]
# C4H11O5PPbSi

A structure of composition C4H11O5PPbSi in a non-equilibrium geometry (ωB97M-V with the def2-TZVPD basis set, the Open Molecules 2025 dataset).

Element x y z (Å)
Pb (-0.63466, 4.81616, 0.19138)
P (1.40857, -1.91764, -0.26353)
Si (0.35676, 0.01377, 0.03552)
O (0.38839, -3.23679, -0.12596)
O (2.62999, 2.49063, 0.82307)
O (2.09543, -1.85861, -1.57800)
O (2.60913, -2.15438, 0.88472)
O (-3.32690, -0.50868, 0.92039)
C (1.30935, 1.47226, -0.84652)
C (-1.42344, 0.06754, -0.63424)
C (-2.40075, -1.03230, -0.04232)
C (1.64379, 2.55873, 0.22240)
H (-0.00150, -3.14196, 0.77199)
H (-1.89519, -1.93823, 0.37755)
H (0.62969, 1.97550, -1.60366)
H (-2.85198, -0.01320, 1.60793)
H (-1.40827, -0.02174, -1.75439)
H (-3.03326, -1.39442, -0.89997)
H (0.90901, 3.51362, 0.41250)
H (0.43052, 0.30399, 1.49118)
H (2.20764, 1.10860, -1.41316)
H (2.19094, -2.19122, 1.77250)
H (-1.83327, 1.08835, -0.34938)

Values from the calculation:
- E_LUMO: -12.24 eV
- HOMO level: -15.78 eV
- Net charge: +2
- HOMO-LUMO gap: 3.5 eV
- Molecular weight: 405.4 g/mol



[4]
# C4H11O7

A cluster of 4 separate species, C4H11O7 in total in a non-equilibrium geometry (ωB97M-V with the def2-TZVPD basis set, the Open Molecules 2025 dataset).

Element x y z (Å)
O (-1.09439, -1.58034, 2.90231)
O (0.83464, 0.97560, -0.94943)
O (-0.14207, 2.74166, -0.01304)
O (-1.71088, -0.29924, 1.18123)
O (0.30033, -1.16785, -2.65681)
O (-3.27365, 0.58796, -1.04324)
O (2.65029, -2.15787, -1.80064)
C (0.35880, 1.47451, 0.03432)
C (0.57986, 1.07949, 1.46212)
C (-0.84370, -0.89891, 1.89759)
C (0.62575, -0.45461, 1.60107)
H (1.50207, 1.54624, 1.83196)
H (-0.20472, 1.40000, 2.14279)
H (0.97510, -0.98166, 0.70500)
H (-3.94298, 0.64365, -0.34740)
H (-2.47878, 0.35155, -0.52664)
H (1.90364, -1.71590, -2.29492)
H (0.16827, -0.39572, -2.07374)
H (-0.44833, 2.94874, -0.89048)
H (1.18329, -0.78955, 2.48398)
H (-0.03329, -1.93660, -2.18609)
H (3.09076, -1.37113, -1.45993)

Values from the calculation:
- E_LUMO: 3.13 eV
- HOMO level: -4.91 eV
- Net charge: -1
- HOMO-LUMO gap: 8.0 eV
- Molecular weight: 171.1 g/mol



[5]
# C4H11OP

An isolated molecule of C4H11OP in a non-equilibrium geometry (ωB97M-V with the def2-TZVPD basis set, the Open Molecules 2025 dataset).

Element x y z (Å)
P (1.91701, -1.30158, 0.97944)
O (1.11817, 1.30037, 0.67035)
C (0.72378, 0.06670, 0.19938)
C (-1.65419, 0.79524, 0.09534)
C (0.99590, 0.01381, -1.31405)
C (-0.68566, -0.16817, 0.76839)
H (-2.05634, 1.50505, 0.97836)
H (0.20291, -0.70214, -1.67002)
H (-0.57504, 0.07343, 1.85081)
H (2.02048, -0.07637, -1.54340)
H (0.73568, 0.90648, -1.79917)
H (0.81018, -1.77170, 1.79988)
H (0.37254, 1.87987, 0.91104)
H (-2.42917, 0.22339, -0.28896)
H (-1.18563, 1.47906, -0.66974)
H (-1.11391, -1.17485, 0.85095)
H (1.53638, -2.29476, 0.13872)

Values from the calculation:
- E_LUMO: 0.83 eV
- HOMO level: -9.09 eV
- HOMO-LUMO gap: 9.9 eV
- Molecular weight: 106.1 g/mol



[6]
# C4H11PS2

A cluster of 2 separate species, C4H11PS2 in total in a non-equilibrium geometry (ωB97M-V with the def2-TZVPD basis set, the Open Molecules 2025 dataset).

Element x y z (Å)
S (-1.12898, 1.66353, -0.96016)
S (-3.36272, -1.58095, 0.84016)
P (0.05667, 0.50038, -0.03700)
C (2.72336, 0.54830, 0.95595)
C (-4.02445, -0.71688, -0.29238)
C (1.76188, 1.14384, -0.09584)
C (0.10933, -1.22205, -0.66100)
H (0.93137, -1.79140, -0.46638)
H (1.77569, 2.18396, 0.32246)
H (-3.62105, -0.02152, -1.06102)
H (-0.09905, -1.10155, -1.63815)
H (-0.73157, -1.71331, -0.29684)
H (-5.17040, -0.63462, -0.50638)
H (-0.15302, 0.44099, 1.32828)
H (3.24520, -0.38598, 0.70612)
H (3.46814, 1.30996, 1.06912)
H (2.18237, 0.36500, 1.90537)
H (2.03723, 1.01231, -1.11231)

Values from the calculation:
- E_LUMO: -0.22 eV
- HOMO level: -8.60 eV
- HOMO-LUMO gap: 8.4 eV
- Molecular weight: 154.2 g/mol



[7]
# C4H11S

A cluster of 2 separate species, C4H11S in total in a non-equilibrium geometry (ωB97M-V with the def2-TZVPD basis set, the Open Molecules 2025 dataset).

Element x y z (Å)
S (1.81882, 1.95902, 1.02931)
C (1.92258, 3.05558, -0.37938)
C (-0.24679, -2.49559, 0.14574)
C (-0.95805, -1.30452, 0.73428)
C (-1.52136, -0.28722, -0.28471)
H (-2.03551, -0.63001, -1.09075)
H (-1.90142, 0.49776, 0.28034)
H (-0.48804, 0.11710, -0.72065)
H (-1.87705, -1.80555, 1.13639)
H (-0.48665, -0.79879, 1.61094)
H (2.78380, 2.75205, -0.90850)
H (2.16151, 4.22516, -0.20688)
H (1.15872, 2.74197, -1.09898)
H (-1.03807, -3.02850, -0.44493)
H (0.53680, -2.87905, 0.95348)
H (0.17072, -2.11939, -0.75569)

Values from the calculation:
- ⟨S²⟩: 0.753
- 2S+1: 2
- E_LUMO (alpha / beta): 0.97 / -1.84 eV
- HOMO level (alpha / beta): -9.34 / -8.93 eV
- HOMO-LUMO gap (alpha / beta): 10.3 / 7.1 eV
- Molecular weight: 91.2 g/mol



[8]
# C4H12

A cluster of 2 separate species, C4H12 in total in a non-equilibrium geometry (ωB97M-V with the def2-TZVPD basis set, the Open Molecules 2025 dataset).

Element x y z (Å)
C (1.95411, -0.60925, 0.87148)
C (2.35941, 0.08783, -0.50893)
C (-2.63325, 0.29353, -0.77629)
C (-1.65006, 0.24897, 0.40813)
H (-3.54857, 0.73915, -0.35684)
H (-2.78665, -0.82219, -1.13533)
H (0.78073, -0.74404, 0.84887)
H (-2.35196, 0.87260, -1.64470)
H (2.32758, 1.20542, -0.37951)
H (-0.71270, 0.08305, -0.23542)
H (3.37605, -0.08022, -0.85738)
H (1.58299, -0.21196, -1.16723)
H (-1.68238, 0.94650, 1.19812)
H (2.27486, 0.13852, 1.48699)
H (-1.81802, -0.69011, 1.02692)
H (2.37680, -1.56319, 1.24916)

Values from the calculation:
- ⟨S²⟩: 0.750
- 2S+1: 2
- E_LUMO (alpha / beta): 4.30 / 4.36 eV
- HOMO level (alpha / beta): 1.51 / -6.99 eV
- Net charge: -1
- HOMO-LUMO gap (alpha / beta): 2.8 / 11.4 eV
- Molecular weight: 60.1 g/mol



[9]
# C4H12

A cluster of 2 separate species, C4H12 in total in a non-equilibrium geometry (ωB97M-V with the def2-TZVPD basis set, the Open Molecules 2025 dataset).

Element x y z (Å)
C (-1.33794, -0.62761, 1.38961)
C (-2.60269, -0.52457, 0.55908)
C (2.58287, 0.87335, -1.36129)
C (1.38358, 0.32831, -0.59719)
H (2.83584, 1.89619, -1.07275)
H (0.59161, 1.03180, -0.79718)
H (-0.88179, 0.30650, 1.72851)
H (-1.57322, -1.18777, 2.29462)
H (-2.87980, -1.54280, 0.23966)
H (2.45516, 0.83494, -2.44420)
H (1.51295, 0.33379, 0.47780)
H (-0.54313, -1.16011, 0.86716)
H (3.51452, 0.32565, -1.16904)
H (-2.67660, 0.05666, -0.35914)
H (1.07151, -0.65160, -0.95549)
H (-3.45285, -0.29274, 1.19985)

Values from the calculation:
- ⟨S²⟩: 0.750
- 2S+1: 2
- E_LUMO (alpha / beta): 4.28 / 4.41 eV
- HOMO level (alpha / beta): 1.54 / -7.75 eV
- Net charge: -1
- HOMO-LUMO gap (alpha / beta): 2.7 / 12.2 eV
- Molecular weight: 60.1 g/mol



[10]
# C4H12

A cluster of 2 separate species, C4H12 in total in a non-equilibrium geometry (ωB97M-V with the def2-TZVPD basis set, the Open Molecules 2025 dataset).

Element x y z (Å)
C (-1.98818, -1.67949, 0.62350)
C (1.41206, 1.89415, -0.84403)
C (-1.08278, -0.62631, 1.36185)
C (1.66173, 0.40585, -1.14322)
H (-3.02224, -1.41732, 0.89247)
H (2.24609, 2.55886, -1.10564)
H (-1.92977, -2.62896, 1.16498)
H (-0.96248, 0.28152, 0.77584)
H (-1.74480, -1.63654, -0.43321)
H (1.72787, -0.21516, -0.25170)
H (2.62108, 0.43232, -1.68101)
H (0.86504, 0.02631, -1.79793)
H (1.16916, 2.09467, 0.20041)
H (-1.33105, -0.63689, 2.42236)
H (-0.09087, -1.09160, 1.23651)
H (0.55117, 2.25677, -1.38057)

Values from the calculation:
- ⟨S²⟩: 0.750
- 2S+1: 2
- E_LUMO (alpha / beta): 4.30 / 4.58 eV
- HOMO level (alpha / beta): 1.53 / -7.47 eV
- Net charge: -1
- HOMO-LUMO gap (alpha / beta): 2.8 / 12.1 eV
- Molecular weight: 60.1 g/mol



[11]
# C4H12

A cluster of 2 separate species, C4H12 in total in a non-equilibrium geometry (ωB97M-V with the def2-TZVPD basis set, the Open Molecules 2025 dataset).

Element x y z (Å)
C (-1.55152, 0.36047, -1.43709)
C (1.57700, 0.43977, 0.86174)
C (-2.33457, 0.14256, -0.12336)
C (2.32213, -0.90710, 0.65574)
H (1.56577, -1.69666, 0.60048)
H (2.86110, -0.87414, -0.28145)
H (0.94990, 0.41254, 1.76186)
H (-1.89343, -0.64082, 0.49065)
H (-3.37933, -0.08874, -0.30268)
H (0.99866, 0.57387, -0.04639)
H (2.85331, -1.12846, 1.58190)
H (-2.18633, 0.33938, -2.32090)
H (-0.98984, 1.28850, -1.36522)
H (-0.84863, -0.46151, -1.58914)
H (-2.28780, 1.03968, 0.49198)
H (2.34357, 1.20067, 1.02188)

Values from the calculation:
- ⟨S²⟩: 0.750
- 2S+1: 2
- E_LUMO (alpha / beta): 4.35 / 4.55 eV
- HOMO level (alpha / beta): 1.58 / -7.96 eV
- Net charge: -1
- HOMO-LUMO gap (alpha / beta): 2.8 / 12.5 eV
- Molecular weight: 60.1 g/mol



[12]
# C4H12

A cluster of 2 separate species, C4H12 in total in a non-equilibrium geometry (ωB97M-V with the def2-TZVPD basis set, the Open Molecules 2025 dataset).

Element x y z (Å)
C (2.24831, -0.61207, -0.69174)
C (-2.19122, 0.43981, 0.32834)
C (-2.30425, -0.53695, 1.63886)
C (2.19617, 0.85024, -1.15574)
H (-3.02558, -1.42090, 1.53602)
H (2.00007, 0.97875, -2.33126)
H (-2.61370, 0.13715, 2.39950)
H (3.17275, 1.29289, -0.99657)
H (-1.18073, -0.86323, 1.66951)
H (-1.88734, 1.24970, 0.87955)
H (1.24145, -0.74721, -0.38428)
H (2.37520, -1.57219, -1.35281)
H (-2.87275, 0.27564, -0.45078)
H (1.43102, 1.47791, -0.67329)
H (2.71355, -0.89460, 0.04270)
H (-1.30296, -0.05492, -0.45800)

Values from the calculation:
- ⟨S²⟩: 0.750
- 2S+1: 2
- E_LUMO (alpha / beta): 4.37 / 4.33 eV
- HOMO level (alpha / beta): 1.36 / -6.67 eV
- Net charge: -1
- HOMO-LUMO gap (alpha / beta): 3.0 / 11.0 eV
- Molecular weight: 60.1 g/mol



[13]
# C4H12

A cluster of 2 separate species, C4H12 in total in a non-equilibrium geometry (ωB97M-V with the def2-TZVPD basis set, the Open Molecules 2025 dataset).

Element x y z (Å)
C (0.28318, 1.24152, -2.47593)
C (-0.76820, -1.12727, 1.57415)
C (1.70900, 0.82130, -2.13227)
C (-1.12707, -1.05007, 3.13053)
H (-1.92197, -0.20435, 3.29463)
H (-1.67766, -1.99145, 3.24335)
H (0.22017, 2.04153, -3.21726)
H (-0.21064, 0.35359, -2.89491)
H (2.23413, 0.47796, -3.01837)
H (-0.35873, -0.91616, 3.87888)
H (2.20386, 1.80109, -1.81502)
H (1.86207, 0.28114, -1.28851)
H (-0.31107, -0.26641, 1.08552)
H (-1.76018, -1.02117, 0.91734)
H (0.02340, -1.92721, 1.32629)
H (-0.40028, 1.48595, -1.60841)

Values from the calculation:
- E_LUMO: 1.05 eV
- HOMO level: -11.33 eV
- HOMO-LUMO gap: 12.4 eV
- Molecular weight: 60.1 g/mol



[14]
# C4H12

A cluster of 2 separate species, C4H12 in total in a non-equilibrium geometry (ωB97M-V with the def2-TZVPD basis set, the Open Molecules 2025 dataset).

Element x y z (Å)
C (1.02166, -1.77702, -0.55941)
C (-1.10362, 1.90260, 0.22869)
C (1.95678, -0.78597, 0.15511)
C (-1.83791, 0.57712, -0.07061)
H (-1.26166, -0.27442, 0.20871)
H (-0.04193, 1.97004, 0.11163)
H (-0.00293, -1.49861, -0.18814)
H (-2.63252, 0.50493, 0.70620)
H (-1.57551, 2.78216, -0.22428)
H (-1.25875, 2.07532, 1.33082)
H (1.22317, -2.70583, -0.02870)
H (-2.26193, 0.53947, -1.08226)
H (2.98596, -1.10731, 0.23401)
H (2.07016, 0.15320, -0.36153)
H (1.11073, -1.80678, -1.62094)
H (1.60828, -0.54889, 1.16072)

Values from the calculation:
- E_LUMO: 1.19 eV
- HOMO level: -11.29 eV
- HOMO-LUMO gap: 12.5 eV
- Molecular weight: 60.1 g/mol



Number 1: total energy -30410.67959 eV. Number 2: total energy -44025.45132 eV. Number 3: total energy -36957.25307 eV. Number 4: total energy -18661.76679 eV. Number 5: total energy -15660.67384 eV. Number 6: total energy -35284.31041 eV. Number 7: total energy -15158.39361 eV. Number 8: total energy -4339.50974 eV. Number 9: total energy -4340.79318 eV. Number 10: total energy -4340.38059 eV. Number 11: total energy -4340.68130 eV. Number 12: total energy -4337.81678 eV. Number 13: total energy -4341.28786 eV. Number 14: total energy -4341.93079 eV.